No. 1
An isolated molecule of C21H25N3O7S in a non-equilibrium geometry. Source: OMol25; level of theory: wB97M-V/def2-TZVPD.

Element x y z (Å)
C 2.8375 3.5138 0.8618
O 3.6196 3.7007 -0.2974
C 3.9518 2.6138 -1.0440
C 4.7777 2.8578 -2.1440
C 5.1638 1.8201 -2.9653
C 4.7340 0.5262 -2.7128
C 3.9195 0.2741 -1.6212
C 3.3823 -1.1083 -1.3559
N 1.9859 -1.1736 -1.7466
C 1.5426 -1.9982 -2.6989
O 2.2015 -2.8652 -3.2356
C 0.0554 -1.8246 -3.0529
O -0.3843 -0.4706 -2.9708
C -1.2776 -0.1559 -2.0427
O -1.7720 -0.9323 -1.2665
C -1.6484 1.3137 -2.1185
N -1.8647 1.8168 -0.7836
C -2.3684 3.1684 -0.7012
S -0.6987 1.3438 0.3274
O -0.4204 2.4466 1.2034
O 0.4230 0.7910 -0.3957
C -1.4752 0.0531 1.2727
C -2.7301 0.2737 1.8045
C -3.3492 -0.7162 2.5434
C -2.7015 -1.9352 2.7473
N -3.2718 -2.9774 3.4725
C -4.4852 -3.0251 4.1115
C -4.7228 -4.3636 4.7761
O -5.2739 -2.1128 4.1470
C -1.4289 -2.1383 2.2078
C -0.8165 -1.1445 1.4725
C 3.5330 1.3151 -0.7844
H 1.8545 3.0905 0.6376
H 3.3510 2.8732 1.5859
H 2.7099 4.5067 1.2901
H 5.0985 3.8706 -2.3306
H 5.8019 2.0193 -3.8134
H 5.0276 -0.2833 -3.3636
H 3.9152 -1.8622 -1.9392
H 3.4633 -1.3499 -0.2899
H 1.3893 -0.4455 -1.3686
H -0.0895 -2.1593 -4.0830
H -0.5462 -2.4443 -2.3774
H -0.8557 1.8562 -2.6517
H -2.5842 1.4013 -2.6815
H -2.2146 3.5147 0.3173
H -1.8384 3.8419 -1.3827
H -3.4333 3.1763 -0.9399
H -3.2192 1.2183 1.6318
H -4.3302 -0.5603 2.9600
H -2.7039 -3.8126 3.5222
H -4.7108 -5.1592 4.0341
H -5.6906 -4.3499 5.2684
H -3.9490 -4.5602 5.5153
H -0.9246 -3.0816 2.3616
H 0.1599 -1.2896 1.0396
H 2.8812 1.1021 0.0477

Cartesian forces (eV/Å) of the 3 atoms listed first:
C -0.16 -0.06 0.18
O 0.19 0.01 -0.30
C 0.08 -0.04 -0.09

For the gap between HOMO and LUMO, the calculation gives 8.7 eV. The value obtained for the maximum force is 1.1 eV/Å. As for the SMILES: COc1cccc(CNC(=O)COC(=O)CN(C)S(=O)(=O)c2ccc(NC(C)=O)cc2)c1.

Here are the Mulliken charges for atoms 1 to 5, given in e:
1 C -0.385
2 O -0.461
3 C 0.485
4 C -0.592
5 C -0.492

No. 2
An isolated molecule of C21H25N3S. Source: OMol25; level of theory: wB97M-V/def2-TZVPD.

Element x y z (Å)
C -5.2633 -3.5531 0.0565
C -3.8457 -3.7376 0.5859
C -3.3384 -2.5320 1.3764
C -3.1692 -1.2791 0.5064
N -2.5358 -0.1927 1.2134
C -1.2199 -0.0291 1.4712
S -0.7597 1.2918 2.3576
N -0.3463 -0.9675 1.0423
C 1.0614 -0.6840 0.9040
C 1.4442 -0.3158 -0.5504
C 0.3540 0.5359 -1.1661
C 0.2529 1.8993 -0.9283
C -0.8089 2.6240 -1.4396
C -1.7846 2.0000 -2.1971
C -1.6828 0.6451 -2.4580
C -0.6197 -0.0774 -1.9466
C 2.8027 0.3144 -0.6209
C 3.7496 -0.0484 -1.5354
N 4.8818 0.6979 -1.3743
C 4.6901 1.5678 -0.3411
C 5.5567 2.5182 0.1838
C 5.1079 3.2775 1.2407
C 3.8245 3.0926 1.7602
C 2.9616 2.1522 1.2448
C 3.3833 1.3616 0.1699
H -5.3062 -2.7586 -0.6839
H -5.9432 -3.3065 0.8688
H -5.6107 -4.4703 -0.4128
H -3.8236 -4.6118 1.2398
H -3.1696 -3.9347 -0.2498
H -2.3745 -2.7774 1.8284
H -4.0330 -2.3089 2.1886
H -2.5840 -1.5181 -0.3887
H -4.1443 -0.9201 0.1732
H -3.1290 0.4687 1.6902
H -0.7062 -1.6787 0.4223
H 1.2828 0.1416 1.5774
H 1.6345 -1.5597 1.2218
H 1.4912 -1.2484 -1.1289
H 1.0019 2.3996 -0.3380
H -0.8777 3.6821 -1.2355
H -2.6178 2.5661 -2.5870
H -2.4325 0.1485 -3.0582
H -0.5431 -1.1364 -2.1641
H 3.6923 -0.7982 -2.3022
H 5.7179 0.6226 -1.9274
H 6.5465 2.6523 -0.2287
H 5.7528 4.0271 1.6749
H 3.5018 3.7057 2.5885
H 1.9774 2.0525 1.6762

Cartesian forces (eV/Å) of the 3 atoms listed first:
C 0.23 -0.11 0.00
C -0.11 0.14 0.18
C 0.06 -0.08 -0.33

For the gap between HOMO and LUMO, the calculation gives 8.4 eV. The value obtained for the maximum force is 1.0 eV/Å. As for the SMILES: CCCCNC(=S)NC[C@@H](c1ccccc1)c1c[nH]c2ccccc12.

Here are the Mulliken charges for atoms 1 to 5, given in e:
1 C -1.181
2 C -0.481
3 C -0.345
4 C -0.925
5 N 0.058

No. 3
An isolated molecule of C21H25NO2 in a non-equilibrium geometry. Source: OMol25; level of theory: wB97M-V/def2-TZVPD.

Element x y z (Å)
C -1.1107 2.0649 5.2802
C 0.4840 2.0245 5.3320
C 1.1448 1.6822 3.9894
C 0.7105 0.3111 3.5177
C 1.4248 -0.0662 2.1949
C 0.8199 -1.3518 1.7716
C 0.0875 -1.5484 0.6175
C -0.1956 -0.4263 -0.3076
C -1.4659 0.1797 -0.3519
C -2.6346 -0.2715 0.5147
C -1.7320 1.2660 -1.2921
O -2.8742 1.7537 -1.3519
C -0.6498 1.8832 -2.0814
C -0.9943 3.1770 -2.7915
C 0.5858 1.2602 -2.1121
C 1.7557 1.7988 -2.9348
C 0.8054 0.0688 -1.2702
O 1.8940 -0.5258 -1.2698
C -0.5553 -2.8501 0.4017
C -1.1455 -3.6623 1.4091
C -1.7890 -4.8333 1.0089
C -1.8538 -5.1840 -0.3362
N -1.2615 -4.4453 -1.2756
C -0.6231 -3.3104 -0.9157
H -1.5215 1.0868 5.0989
H -1.4800 2.4447 6.2386
H -1.4556 2.7543 4.5161
H 0.7361 1.2651 6.1137
H 0.8514 3.0284 5.6076
H 2.2321 1.7925 4.0455
H 0.8007 2.3731 3.2210
H 0.9694 -0.4219 4.2809
H -0.3674 0.2929 3.3991
H 1.2649 0.7125 1.4598
H 2.4880 -0.1801 2.3569
H 1.0975 -2.1887 2.4166
H -3.4984 -0.4680 -0.1555
H -2.9327 0.5461 1.1904
H -2.4161 -1.1513 1.1117
H -1.4896 3.8832 -2.1040
H -1.6440 3.0050 -3.6722
H -0.1004 3.6500 -3.1611
H 1.4077 2.1478 -3.8968
H 2.2374 2.6063 -2.4199
H 2.4890 1.0162 -3.1037
H -1.1906 -3.3492 2.4621
H -2.3299 -5.4555 1.7142
H -2.4479 -6.0837 -0.6427
H -0.2066 -2.7013 -1.7402

Cartesian forces (eV/Å) of the 3 atoms listed first:
C 1.72 0.60 0.39
C -1.08 0.18 0.06
C -0.80 -0.09 0.41

For the gap between HOMO and LUMO, the calculation gives 7.1 eV. The value obtained for the maximum force is 4.2 eV/Å. As for the SMILES: CCCCC/C=C(\C1=C(C)C(=O)C(C)=C(C)C1=O)c1cccnc1.

Here are the Mulliken charges for atoms 1 to 5, given in e:
1 C -1.141
2 C -0.531
3 C -0.609
4 C -0.533
5 C -0.560

No. 4
A structure of composition C21H25NO4 in a non-equilibrium geometry. Source: OMol25; level of theory: wB97M-V/def2-TZVPD.

Element x y z (Å)
C 8.3929 -0.8022 -0.4162
C 7.0695 -0.5109 -0.1604
C 6.5448 0.8552 -0.4128
C 5.1220 1.0145 -0.1190
C 4.2722 -0.1208 0.2894
C 4.7144 -1.3014 0.7209
C 5.9999 -1.6137 0.5400
H 6.4668 -2.4538 0.4321
H 4.0677 -1.9480 0.9852
C 2.8647 0.2580 0.7595
O 2.0053 -0.3396 1.2004
O 2.3681 1.6858 0.4948
C 1.1141 1.6687 0.6384
H 0.9997 3.0241 0.7724
H 0.7248 1.4274 1.5754
C 0.2270 1.1833 -0.2745
O 0.9134 0.5680 -1.2979
C -1.1733 1.1921 -0.1550
C -1.9481 0.7614 -1.1674
N -3.3280 0.9086 -0.4876
C -3.2561 1.5983 0.4654
C -2.0116 1.9398 0.9654
H -1.5144 2.5139 1.6975
C -4.4668 2.1238 1.4818
H -4.0803 2.7167 1.9885
H -4.9873 1.2712 1.5377
H -4.9501 2.6255 0.7238
C -4.4976 0.5085 -1.1595
H -5.4047 1.0342 -0.8038
H -4.4242 0.1893 -2.1394
C -4.9605 -0.9015 -0.5697
C -3.9965 -2.1778 -0.8410
H -4.4727 -3.0581 -0.7733
C -3.1816 -2.2460 0.5604
H -2.3826 -1.4587 0.5243
C -4.1723 -1.4646 1.6290
H -4.6994 -2.5223 1.8676
O -5.1745 -0.8780 1.1443
H -3.8178 -1.0045 2.4083
H -2.8538 -2.9586 0.9361
H -3.2749 -2.1007 -1.4423
H -6.0800 -1.1792 -0.7395
C -1.8278 -0.0893 -2.3417
H -2.6506 -0.3239 -2.9807
H -1.0861 0.5931 -2.9819
H -1.1212 -1.0815 -2.1789
H 4.7441 1.9202 -0.2336
H 7.1509 1.3895 -0.7618
H 8.7527 -1.5263 0.0030
H 8.8390 0.1401 -0.3070
H 8.4407 -1.0495 -1.5963

Cartesian forces (eV/Å) of the 3 atoms listed first:
C -1.67 5.56 -8.54
C -9.46 1.06 2.94
C -10.40 -13.05 6.71

For the gap between HOMO and LUMO, the calculation gives 8.0 eV. The value obtained for the maximum force is 18.4 eV/Å.

Here are the Mulliken charges for atoms 1 to 5, given in e:
1 C -1.547
2 C 0.954
3 C -1.379
4 C -0.461
5 C 0.009

No. 5
A cluster of 2 separate species, C21H25O2S3 in total in a non-equilibrium geometry. Source: OMol25; level of theory: wB97M-V/def2-TZVPD.

Element x y z (Å)
C 4.9613 -3.4421 -3.5396
O 3.9240 -4.0176 -2.7250
C 2.8100 -3.2734 -2.4919
C 1.8119 -3.8693 -1.6803
C 0.6631 -3.1738 -1.3551
C 0.4434 -1.8490 -1.7829
C -0.7647 -1.0711 -1.2926
C -1.0729 0.1388 -1.9958
S -2.4936 1.0472 -1.7066
C -1.7926 2.6317 -1.1324
C -2.9845 1.4985 -3.4159
O -1.4295 -1.4711 -0.3016
C 1.4235 -1.2857 -2.6224
C 2.5893 -1.9643 -2.9871
H 5.7302 -4.2121 -3.5756
H 4.5890 -3.2244 -4.5488
H 5.3577 -2.5262 -3.0821
H 1.9862 -4.8815 -1.3188
H -0.0871 -3.6696 -0.7442
H -0.4086 0.5441 -2.7584
H -2.6268 3.2817 -0.8394
H -1.1976 2.4156 -0.2396
H -1.1819 3.0952 -1.9139
H -3.8813 2.1248 -3.3566
H -2.1747 2.0248 -3.9313
H -3.2444 0.5711 -3.9359
H 1.2900 -0.2810 -3.0076
H 3.3143 -1.4683 -3.6365
C -0.3393 5.0394 1.8152
C -1.6006 4.4747 2.0449
C -1.7181 3.1280 2.3872
C -0.5722 2.3115 2.5185
C -0.7001 0.8940 2.8774
S 0.7275 -0.0321 2.9764
C 0.2789 -1.7712 3.2715
C -0.8855 -1.9872 4.2193
C -2.1593 -1.4607 3.5864
S -2.2453 0.3368 3.3349
C 0.6941 2.8905 2.2791
C 0.8060 4.2413 1.9431
H -0.2494 6.0959 1.5626
H -2.5041 5.0870 1.9786
H -2.7124 2.6971 2.5565
H 0.0692 -2.2028 2.2836
H 1.1856 -2.2210 3.7041
H -1.0027 -3.0692 4.3952
H -0.6966 -1.5055 5.1864
H -2.3136 -1.8992 2.5922
H -3.0102 -1.6857 4.2472
H 1.5954 2.2742 2.3625
H 1.7988 4.6711 1.7953

Cartesian forces (eV/Å) of the 3 atoms listed first:
C -0.43 -0.18 0.28
O -0.08 0.48 -0.22
C -0.53 0.50 0.12

Its total charge is +1. For the gap between HOMO and LUMO, the calculation gives 4.9 eV. The value obtained for the maximum force is 1.6 eV/Å.

Here are the Mulliken charges for atoms 1 to 5, given in e:
1 C -0.810
2 O -0.440
3 C 0.852
4 C -0.592
5 C -0.248

Number 1: HOMO level -8.3 eV. Number 2: HOMO level -7.8 eV. Number 3: HOMO level -8.6 eV. Number 4: HOMO level -7.8 eV. Number 5: HOMO level -9.8 eV.